16
Properties=species:S:1:pos:R:3:nbo_charge:R:1 method="wB97M-V/def2-TZVPD" smiles=CN1CC(N)C1 gap_ev=9.8 e_tot_ev=-7289.1352 de_lowest_kcal_mol=34.2
C -2.24283 -0.00033 0.35588 -0.41
N -1.02774 -0.00498 -0.43659 -0.42
C -0.03812 -1.02617 -0.11863 -0.22
C 1.06636 0.01059 -0.37458 -0.06
N 2.23322 -0.02232 0.50000 -0.83
C -0.03560 1.03368 -0.12549 -0.23
H -2.83634 0.90248 0.14906 0.20
H -2.86052 -0.88239 0.07662 0.20
H -1.99320 -0.07139 1.44294 0.16
H -0.01362 -1.30798 0.92649 0.17
H -0.09665 -1.92336 -0.72695 0.19
H 1.34964 0.00438 -1.45519 0.17
H 2.76872 0.83976 0.35898 0.35
H 2.87224 -0.76234 0.19672 0.36
H -0.09353 1.89637 -0.76530 0.19
H -0.03398 1.38889 0.92972 0.17